Here is a molecular structure, C22H29N4O8Sr2 in a non-equilibrium geometry from OMol25. Energies are from the ωB97M-V functional and the def2-TZVPD basis.

Net charge ... +3
ΔE to the lowest compared entry with this formula, charge and spin ... 0.0 kcal/mol
E_LUMO ... -12.3 eV
Electronic energy ... -47259.6605 eV

Geometry (Å):
N1 -4.503 -1.587 3.473
H1 -4.698 -2.153 4.311
H2 -4.770 -0.610 3.567
H3 -4.944 -2.075 2.689
H4 -3.480 -1.562 3.319
Sr1 -5.474 -0.298 0.241
Sr2 -2.698 1.781 1.791
C1 -2.135 0.579 5.175
C2 -0.750 0.652 4.591
O1 -0.712 1.213 3.340
H5 -2.162 0.242 6.213
H6 -2.692 -0.189 4.601
H7 -2.673 1.527 5.086
H8 -0.235 -0.327 4.562
H9 -0.066 1.092 5.340
C3 -1.038 -1.300 -0.167
C4 -1.812 -1.499 1.148
O2 -3.062 -0.833 1.184
H10 -1.616 -1.710 -0.998
H11 -0.043 -1.738 -0.230
H12 -0.915 -0.236 -0.396
H13 -1.151 -1.105 1.929
H14 -1.911 -2.575 1.313
C5 3.030 -0.347 2.713
C6 2.486 -0.951 1.587
C7 3.277 -1.014 0.435
C8 4.642 -0.750 0.466
C9 5.188 -0.306 1.675
C10 4.362 0.063 2.722
N2 5.465 -0.980 -0.725
O3 6.525 -0.392 -0.747
O4 5.034 -1.738 -1.571
H15 2.378 0.037 3.489
H16 1.426 -1.148 1.518
H17 2.835 -1.378 -0.484
H18 6.265 -0.197 1.678
H19 4.885 0.472 3.576
C11 -2.022 0.460 -5.807
C12 -1.699 0.633 -4.480
C13 -2.391 -0.078 -3.486
C14 -3.349 -1.031 -3.852
C15 -3.646 -1.169 -5.205
C16 -2.965 -0.485 -6.184
N3 -4.032 -1.832 -2.868
O5 -4.036 -1.402 -1.682
O6 -4.693 -2.769 -3.209
H20 -1.550 1.074 -6.564
H21 -0.976 1.374 -4.169
H22 -2.103 0.183 -2.476
H23 -4.452 -1.827 -5.508
H24 -3.238 -0.690 -7.209
C17 3.882 1.624 -2.466
C18 4.132 2.743 -1.641
C19 3.223 3.052 -0.660
C20 2.024 2.338 -0.618
C21 1.796 1.221 -1.397
C22 2.752 0.820 -2.319
N4 1.128 2.564 0.527
O7 -0.037 2.181 0.355
O8 1.534 3.128 1.502
H25 4.604 1.441 -3.252
H26 4.941 3.452 -1.741
H27 3.338 3.897 0.005
H28 1.034 0.509 -1.118
H29 2.544 -0.070 -2.894

Forces on atoms 1 to 6 (eV/Å):
N 0.56 -0.99 0.36
H -0.11 0.43 0.24
H -0.29 -0.16 0.48
H 0.33 0.07 0.12
H -0.09 -0.13 -0.36
Sr 2.01 -1.71 -1.74



Here is 5 unconnected molecules or ions with the total composition C38H83BrN3O10 in a non-equilibrium geometry from OMol25. Energies are from the ωB97M-V functional and the def2-TZVPD basis.

Net charge ... +1
E_LUMO ... -2.9 eV
Electronic energy ... -135724.6098 eV

Geometry (Å):
C1 -2.384 -2.889 7.018
C2 -0.921 -2.222 6.824
O1 -0.034 -2.656 7.609
O2 -0.648 -1.195 5.881
C3 0.325 -1.625 4.873
C4 -0.359 -1.605 3.399
C5 -1.814 -2.282 3.583
C6 -2.416 -2.946 2.258
C7 -3.061 -1.934 1.201
C8 -3.911 -0.735 1.822
C9 -5.439 -1.352 2.318
C10 -5.371 -2.337 3.670
O3 -5.941 -0.848 3.646
N1 -3.946 -2.781 0.289
C11 -3.128 -3.542 -0.739
N2 -3.868 -4.767 -1.204
C12 -2.695 -2.578 -1.977
Br1 -1.033 -3.254 -2.831
C13 -2.493 -1.108 -1.312
O4 -1.736 -0.203 -2.133
C14 -2.650 0.876 -2.507
C15 -1.980 1.987 -3.450
C16 -0.391 2.137 -3.287
C17 -2.818 3.344 -3.257
C18 -2.212 4.383 -2.199
C19 -3.394 5.474 -1.919
C20 -1.845 3.761 -0.767
C21 -1.969 -1.244 0.200
O5 -0.664 -1.848 0.273
C22 0.399 -0.867 0.220
C23 1.760 -1.704 -0.079
N3 2.850 -0.792 -0.526
C24 3.310 -0.040 0.690
C25 3.006 1.550 0.529
C26 2.432 2.213 1.872
O6 4.294 2.177 0.211
H1 -2.515 -3.754 6.277
H2 -3.229 -2.144 6.795
H3 -2.504 -3.325 8.061
H4 1.248 -0.956 4.939
H5 0.608 -2.709 5.154
H6 -0.457 -0.521 3.064
H7 0.218 -2.275 2.673
H8 -2.496 -1.541 4.113
H9 -1.653 -3.149 4.331
H10 -1.611 -3.642 1.809
H11 -3.254 -3.665 2.608
H12 -4.218 0.065 1.068
H13 -3.462 -0.237 2.738
H14 -6.225 -1.643 1.461
H15 -6.345 -2.887 3.858
H16 -4.436 -2.353 4.311
H17 -4.698 -2.222 -0.160
H18 -4.449 -3.525 0.825
H19 -2.135 -3.928 -0.303
H20 -4.107 -5.302 -0.340
H21 -3.122 -5.356 -1.634
H22 -3.565 -2.598 -2.714
H23 -3.564 -0.669 -1.241
H24 -3.573 0.478 -3.081
H25 -2.998 1.404 -1.545
H26 -2.162 1.647 -4.540
H27 -0.100 3.229 -3.504
H28 0.099 1.509 -4.114
H29 0.013 1.852 -2.259
H30 -2.909 3.870 -4.274
H31 -3.898 3.119 -2.928
H32 -1.324 4.987 -2.597
H33 -2.988 6.483 -1.572
H34 -4.112 5.561 -2.814
H35 -4.036 5.062 -1.056
H36 -0.905 3.106 -0.770
H37 -2.770 3.194 -0.369
H38 -1.622 4.646 -0.069
H39 -1.846 -0.161 0.595
H40 0.560 -0.281 1.185
H41 0.313 -0.110 -0.628
H42 1.575 -2.446 -0.946
H43 2.036 -2.346 0.839
H44 3.651 -1.325 -0.887
H45 2.743 -0.402 1.615
H46 4.431 -0.234 0.816
H47 2.316 1.686 -0.376
H48 2.059 3.267 1.591
H49 1.553 1.568 2.245
H50 3.231 2.352 2.672
H51 4.237 2.664 -0.639
C27 4.564 6.946 1.311
C28 4.067 6.015 2.406
C29 5.108 5.842 3.499
O7 3.759 4.741 1.842
H52 5.464 6.544 0.835
H53 3.810 7.052 0.526
H54 4.794 7.937 1.710
H55 3.144 6.413 2.836
H56 6.027 5.401 3.097
H57 4.743 5.161 4.273
H58 5.356 6.799 3.965
H59 4.571 4.380 1.458
C30 -6.384 -0.868 -7.029
C31 -5.231 -0.589 -6.078
C32 -4.249 -1.749 -6.042
O8 -5.743 -0.360 -4.764
H60 -6.947 -1.751 -6.711
H61 -7.087 -0.031 -7.036
H62 -6.025 -1.031 -8.048
H63 -4.712 0.322 -6.388
H64 -4.738 -2.664 -5.690
H65 -3.433 -1.538 -5.345
H66 -3.825 -1.940 -7.031
H67 -6.205 -1.161 -4.482
C33 9.303 1.880 2.240
C34 8.714 3.144 2.846
C35 7.826 2.825 4.038
O9 7.950 3.833 1.858
H68 8.511 1.215 1.879
H69 9.929 2.124 1.378
H70 9.908 1.337 2.970
H71 9.521 3.812 3.158
H72 6.983 2.192 3.740
H73 7.400 3.741 4.457
H74 8.386 2.310 4.823
H75 7.233 3.249 1.575
C36 2.680 -5.602 -2.745
C37 2.354 -6.023 -4.169
C38 3.127 -5.193 -5.182
O10 0.955 -5.871 -4.401
H76 2.406 -4.555 -2.575
H77 2.109 -6.199 -2.028
H78 3.745 -5.724 -2.531
H79 2.593 -7.082 -4.304
H80 2.869 -4.132 -5.096
H81 2.875 -5.498 -6.201
H82 4.206 -5.302 -5.041
H83 0.735 -4.938 -4.284

Forces on atoms 1 to 6 (eV/Å):
C -0.20 0.75 -1.02
C 1.97 -1.72 3.40
O -2.99 1.88 -3.53
O -0.68 -2.00 0.49
C 0.52 -0.84 -0.65
C -0.71 -0.50 1.42



Here is a single C5H4S molecule in a non-equilibrium geometry from OMol25. Energies are from the ωB97M-V functional and the def2-TZVPD basis.

ΔE to the lowest compared entry with this formula, charge and spin ... 98.9 kcal/mol
SMILES string ... C=CC#CC=S
E_LUMO ... -1.5 eV
Electronic energy ... -16079.0405 eV

Geometry (Å):
C1 -3.308 0.162 -0.140
C2 -2.186 -0.540 0.100
C3 -0.917 -0.061 0.114
C4 0.118 0.543 -0.078
C5 1.418 0.951 0.029
S1 2.368 -0.471 -0.068
H1 -4.243 -0.355 -0.210
H2 -3.596 1.149 -0.326
H3 -2.641 -1.568 0.721
H4 1.840 1.984 0.759

Forces on atoms 1 to 6 (eV/Å):
C -0.49 -1.21 -0.26
C -5.13 -2.89 2.75
C 1.82 1.38 -0.67
C -1.95 0.28 0.45
C 4.05 -0.50 3.25
S -0.07 2.65 -0.17



Here is a single C5H6O3 molecule in a non-equilibrium geometry from OMol25. Energies are from the ωB97M-V functional and the def2-TZVPD basis.

ΔE to the lowest compared entry with this formula, charge and spin ... 37.9 kcal/mol
SMILES string ... O=CC1=COC[C@@H]1O
E_LUMO ... 0.0 eV
Electronic energy ... -11422.7695 eV

Geometry (Å):
O1 2.503 -0.280 -0.063
C1 1.612 -1.136 -0.058
C2 0.295 -0.714 0.090
C3 -0.946 -1.319 -0.100
O2 -2.011 -0.478 0.016
C4 -1.418 0.844 -0.175
C5 0.063 0.764 0.354
O3 0.891 1.783 -0.191
H1 1.949 -2.222 -0.111
H2 -1.241 -2.410 -0.199
H3 -1.422 1.062 -1.290
H4 -2.081 1.581 0.357
H5 -0.038 0.915 1.435
H6 1.844 1.609 -0.064

Forces on atoms 1 to 6 (eV/Å):
O -0.09 -1.11 0.09
C 3.14 -0.81 0.10
C -3.51 0.00 -0.84
C 0.91 -0.41 1.02
O 1.70 -0.20 -0.54
C -0.27 1.60 -0.55



Here is a single C7H8N2O molecule in a non-equilibrium geometry from OMol25. Energies are from the ωB97M-V functional and the def2-TZVPD basis.

ΔE to the lowest compared entry with this formula, charge and spin ... 3.1 kcal/mol
SMILES string ... OC1Nc2ccccc2N1
E_LUMO ... 0.9 eV
Electronic energy ... -12416.2636 eV

Geometry (Å):
O1 2.502 -0.048 1.042
C1 2.030 0.030 -0.263
N1 1.166 1.111 -0.597
C2 -0.106 0.709 -0.226
C3 -1.266 1.399 0.082
C4 -2.477 0.692 0.182
C5 -2.458 -0.706 0.158
C6 -1.277 -1.417 0.022
C7 -0.124 -0.683 -0.137
N2 1.110 -1.083 -0.580
H1 1.708 0.017 1.637
H2 2.897 -0.027 -0.892
H3 1.439 1.982 -0.179
H4 -1.324 2.480 0.087
H5 -3.367 1.261 0.341
H6 -3.461 -1.185 0.245
H7 -1.214 -2.476 0.073
H8 1.434 -2.000 -0.317

Forces on atoms 1 to 6 (eV/Å):
O -0.88 0.60 1.35
C -0.37 -1.93 -1.01
N 0.26 1.31 0.46
C -1.85 -0.17 1.14
C -0.39 0.25 -0.80
C 1.50 -0.58 0.28



Q: Look up the electronic energy of the fifth one.
A: -12416.2636 eV



Q: Among the records above, which one has the highest electronic energy?
A: C5H6O3



Q: What is the formula in the fifth record?
A: C7H8N2O



What did the third record say?
Here is a single C5H4S molecule in a non-equilibrium geometry from OMol25. Energies are from the ωB97M-V functional and the def2-TZVPD basis.

ΔE to the lowest compared entry with this formula, charge and spin ... 98.9 kcal/mol
SMILES string ... C=CC#CC=S
E_LUMO ... -1.5 eV
Electronic energy ... -16079.0405 eV

Geometry (Å):
C1 -3.308 0.162 -0.140
C2 -2.186 -0.540 0.100
C3 -0.917 -0.061 0.114
C4 0.118 0.543 -0.078
C5 1.418 0.951 0.029
S1 2.368 -0.471 -0.068
H1 -4.243 -0.355 -0.210
H2 -3.596 1.149 -0.326
H3 -2.641 -1.568 0.721
H4 1.840 1.984 0.759

Forces on atoms 1 to 6 (eV/Å):
C -0.49 -1.21 -0.26
C -5.13 -2.89 2.75
C 1.82 1.38 -0.67
C -1.95 0.28 0.45
C 4.05 -0.50 3.25
S -0.07 2.65 -0.17